No. 1
The following is a DFT calculation (ωB97M-V with the def2-TZVPD basis set) of 2 unconnected molecules or ions with the total composition C2H8N4P.

```
15
Properties=species:S:1:pos:R:3
C -0.3221 -0.8757 0.1198
C -1.4729 1.1592 0.3739
N 1.5767 -1.5743 0.0383
N 2.1393 -0.5040 0.0476
N 3.4073 -0.3371 0.0749
N -0.2304 0.3813 0.1865
P -1.6063 -2.0698 0.0147
H -1.6075 1.1164 1.4822
H -2.2759 0.5278 -0.1068
H -1.0747 2.0272 -0.0740
H 4.1331 -1.1074 0.2210
H 3.7014 0.5780 0.5010
H 0.6934 0.8344 0.2927
H -2.0024 -1.3485 -1.0578
H -0.8426 -3.1262 -0.4119
```

Results
Total energy   -640.95200 Ha
Lowest unoccupied orbital energy   -4.07 eV
Gap between HOMO and LUMO   9.43 eV
Charge   +1



No. 2
The following is a DFT calculation (ωB97M-V with the def2-TZVPD basis set) of 6 unconnected molecules or ions with the total composition C18H48O6.

```
72
Properties=species:S:1:pos:R:3
C 0.9623 1.3750 -5.1041
C 0.0336 2.5140 -5.4158
C -0.6034 3.1106 -4.1866
O 0.7905 3.5498 -6.0814
H 1.8554 1.7176 -4.5827
H 1.3073 0.9150 -6.0364
H 0.3927 0.5653 -4.6431
H -0.7768 2.1102 -6.0394
H -1.0875 2.3625 -3.5455
H -1.4323 3.7970 -4.3717
H 0.1807 3.5965 -3.6024
H 0.2008 3.9226 -6.7457
C -0.7873 -2.5004 5.3944
C -1.9791 -1.5611 5.4540
C -2.8274 -1.5658 4.1860
O -2.8138 -1.8298 6.5980
H -0.3873 -2.5092 4.3788
H -1.0904 -3.5271 5.6247
H -0.0039 -2.2380 6.1032
H -1.6570 -0.5289 5.6218
H -3.0481 -2.5387 3.7420
H -2.2672 -1.0643 3.3851
H -3.7147 -0.9618 4.3615
H -2.8829 -2.7914 6.6573
C -3.0824 2.6878 4.5472
C -3.3811 3.2055 3.1223
C -3.5080 2.0159 2.1532
O -4.5300 4.0388 3.0072
H -3.3219 3.4606 5.2854
H -2.0031 2.5616 4.6252
H -3.6132 1.7847 4.8502
H -2.5231 3.8488 2.9060
H -3.5954 2.3606 1.1228
H -4.4806 1.6146 2.4496
H -2.7004 1.2916 2.2298
H -5.1337 3.7417 3.7019
C 4.3528 2.2339 -0.7418
C 5.8575 2.4139 -0.7179
C 6.6323 1.1331 -1.0227
O 6.2453 3.4868 -1.5647
H 3.7912 3.1086 -0.4268
H 4.1071 1.4138 -0.0549
H 4.0154 1.9043 -1.7290
H 6.1344 2.7123 0.2966
H 7.5878 1.2387 -1.5211
H 6.0268 0.5210 -1.7205
H 6.5779 0.4366 -0.1808
H 6.0349 3.2996 -2.4839
C 0.5147 -4.0116 -1.4364
C -0.1141 -5.2552 -2.0426
C -0.9424 -4.9018 -3.2737
O 0.9557 -6.1478 -2.3339
H -0.2519 -3.3296 -1.0683
H 1.1967 -3.4701 -2.0921
H 1.1104 -4.3375 -0.5798
H -0.7915 -5.6682 -1.2890
H -1.7297 -4.1782 -3.0431
H -1.4311 -5.7375 -3.7798
H -0.3528 -4.3925 -4.0426
H 0.5668 -7.0119 -2.5150
C -0.1511 -1.1479 0.9804
C -0.6299 -0.2027 -0.1196
C 0.5238 0.4664 -0.8341
O -1.4064 -0.9886 -1.0463
H 0.6923 -1.7518 0.6434
H -0.9588 -1.8383 1.2236
H 0.1536 -0.5412 1.8328
H -1.3416 0.5316 0.2741
H 1.4126 0.5955 -0.2151
H 0.2520 1.4474 -1.2326
H 0.7955 -0.1561 -1.6895
H -1.9279 -0.4071 -1.6064
```

Results
Total energy   -1165.98707 Ha
Lowest unoccupied orbital energy   0.42 eV
Gap between HOMO and LUMO   10.69 eV
Charge   0



No. 3
The following is a DFT calculation (ωB97M-V with the def2-TZVPD basis set) of 2 unconnected molecules or ions with the total composition C7H7N3O2.

```
19
Properties=species:S:1:pos:R:3
C 0.2787 0.4981 -1.4658
C -1.2945 0.3850 -1.5268
C 0.1939 1.4475 -0.2873
C -1.3607 1.2942 -0.1642
C -1.1601 -0.8653 -0.5724
C 0.3370 -0.7884 -0.6329
C 0.2516 0.1888 0.5678
N -1.2915 0.0481 0.6890
N 1.0793 -1.9984 -0.7633
N 1.4567 0.1912 2.9608
O 2.6384 0.4062 3.0236
O 0.5860 0.2075 3.7565
H 0.8958 0.7224 -2.3259
H -1.8899 0.4003 -2.5343
H 0.7660 2.4115 -0.1992
H -2.1606 1.9473 0.2246
H -1.8119 -1.7511 -0.5042
H 1.8988 -1.9919 -0.0261
H 0.5870 -2.7528 -0.2198
```

Results
Total energy   -585.28076 Ha
Lowest unoccupied orbital energy (spin up / spin down)   -0.95 / -0.23 eV
Gap between HOMO and LUMO (spin up / spin down)   6.74 / 9.02 eV
Charge   0



No. 4
The following is a DFT calculation (ωB97M-V with the def2-TZVPD basis set) of a single C4H8N2O molecule.

```
15
Properties=species:S:1:pos:R:3
C -0.7555 0.7973 1.3526
C 0.0989 -0.0817 0.4680
C -0.5792 0.2619 -1.1166
N -0.3178 -0.1781 -2.3888
O -1.4871 1.0864 -1.0872
C 1.5452 -0.4368 0.6077
N 0.5157 -1.4643 0.7046
H -1.4371 0.2773 2.0388
H -0.2494 1.6333 1.8504
H -1.3831 1.2321 0.5020
H 0.3297 -0.8763 -2.6971
H -0.9571 0.1949 -3.0942
H 2.1259 -0.4540 -0.3096
H 2.1443 -0.2102 1.4980
H 0.4066 -1.7818 1.6714
```

Results
Total energy   -341.89259 Ha
Lowest unoccupied orbital energy   0.96 eV
Gap between HOMO and LUMO   10.14 eV
Charge   0



No. 5
The following is a DFT calculation (ωB97M-V with the def2-TZVPD basis set) of a molecular structure, C51H54N2OOsP3S.

```
113
Properties=species:S:1:pos:R:3
Os -0.2896 0.0511 0.4888
O 2.1897 0.9739 -0.7052
N 1.8392 0.4635 0.5588
C 2.7372 0.8283 1.3954
C 2.7468 0.5256 2.8071
C 3.9825 0.6235 3.4474
C 4.1045 0.2733 4.7824
C 2.9854 -0.1525 5.4810
C 1.7469 -0.2314 4.8524
C 1.6137 0.1046 3.5061
P -0.0650 0.0542 2.8365
C -0.9168 1.4542 3.5772
C -0.2380 2.3477 4.4162
C -0.9243 3.3938 5.0090
C -2.2856 3.5582 4.7809
C -2.9613 2.6816 3.9456
C -2.2778 1.6410 3.3349
C -0.7013 -1.4717 3.5506
C -1.9764 -1.5479 4.1159
C -2.4096 -2.7364 4.6850
C -1.5782 -3.8481 4.6969
C -0.3058 -3.7788 4.1393
C 0.1286 -2.6012 3.5595
H 2.3144 0.2081 -1.2901
H 3.5849 1.3676 0.9825
H 4.8500 0.9574 2.8915
H 5.0664 0.3344 5.2729
H 3.0678 -0.4235 6.5253
H 0.8853 -0.5432 5.4276
H 0.8156 2.2245 4.6239
H -0.3989 4.0746 5.6654
H -2.8193 4.3683 5.2600
H -4.0229 2.8065 3.7727
H -2.8174 0.9535 2.6961
H -2.6178 -0.6790 4.1566
H -3.3904 -2.7895 5.1386
H -1.9178 -4.7696 5.1510
H 0.3477 -4.6405 4.1675
H 1.1207 -2.5596 3.1246
C -5.5296 5.8806 -2.1425
S -6.2779 4.9592 -0.7826
C -5.0992 3.6035 -0.6501
C -3.7207 4.0145 -0.1323
C -2.9394 2.8815 0.5348
N -2.1769 2.0328 -0.4479
P -2.4821 0.3022 -0.5476
C -3.9797 -0.1765 0.2954
C -3.9126 -0.9165 1.4739
C -5.0747 -1.2773 2.1346
C -6.3073 -0.9003 1.6150
C -6.3819 -0.1876 0.4235
C -5.2229 0.1670 -0.2461
C -2.8897 0.1015 -2.2994
C -3.0344 1.2375 -3.0975
C -3.4166 1.1069 -4.4242
C -3.6393 -0.1503 -4.9648
C -3.5008 -1.2833 -4.1727
C -3.1319 -1.1623 -2.8427
P -0.4601 2.1509 -0.5522
C -0.0349 3.7182 0.1615
C 0.7295 3.7642 1.3274
C 1.0751 4.9897 1.8747
C 0.6597 6.1604 1.2561
C -0.1088 6.1149 0.0980
C -0.4608 4.8976 -0.4594
C 0.0759 2.0436 -2.2653
C 0.6903 3.1309 -2.8864
C 1.1358 3.0234 -4.1985
C 1.0065 1.8286 -4.8857
C 0.4484 0.7189 -4.2554
C -0.0007 0.8271 -2.9540
H -6.2328 6.6664 -2.4106
H -5.3862 5.2376 -3.0113
H -4.5882 6.3480 -1.8566
H -5.0253 3.1088 -1.6242
H -5.5662 2.9016 0.0440
H -3.8493 4.8079 0.6094
H -3.1356 4.4400 -0.9465
H -3.6434 2.2308 1.0498
H -2.2497 3.2733 1.2760
H -2.9515 -1.2389 1.8535
H -5.0254 -1.8656 3.0415
H -7.2169 -1.1785 2.1310
H -7.3456 0.0771 0.0092
H -5.2852 0.7001 -1.1862
H -2.8592 2.2217 -2.6867
H -3.5388 1.9904 -5.0367
H -3.9335 -0.2485 -6.0013
H -3.6933 -2.2628 -4.5894
H -3.0626 -2.0515 -2.2364
H 1.0437 2.8483 1.8137
H 1.6704 5.0333 2.7768
H 0.9389 7.1183 1.6744
H -0.4270 7.0330 -0.3773
H -1.0514 4.8698 -1.3647
H 0.8469 4.0603 -2.3603
H 1.5949 3.8786 -4.6756
H 1.3559 1.7508 -5.9068
H 0.3676 -0.2244 -4.7791
H -0.4185 -0.0557 -2.4885
C -1.6300 -3.2064 -0.4277
C -0.3474 -2.9223 0.3296
C 0.5995 -4.1329 0.2541
C 0.4822 -1.7312 -0.1894
H -2.1000 -4.1098 -0.0388
H -1.4241 -3.3731 -1.4876
H -2.3588 -2.4048 -0.3265
H -0.5959 -2.7766 1.3821
H 0.9346 -4.3043 -0.7702
H 0.0693 -5.0246 0.5899
H 1.4804 -4.0037 0.8841
H 0.4897 -1.6924 -1.2869
H 1.5153 -1.7997 0.1477
```

Results
Total energy   -3672.55040 Ha
Lowest unoccupied orbital energy   -9.69 eV
Gap between HOMO and LUMO   4.53 eV
Charge   +3



No. 6
The following is a DFT calculation (ωB97M-V with the def2-TZVPD basis set) of a molecular structure, C40H60BiN6O6PS.

```
115
Properties=species:S:1:pos:R:3
Bi -0.0076 -1.3921 0.5792
O -2.3756 -5.1981 -0.0403
C -1.7068 -4.2505 0.3343
O -1.2049 -3.3106 -0.3840
C -1.3796 -4.1400 1.8236
C -1.8237 -5.0379 2.7794
C -1.4401 -4.8382 4.0998
C -0.6114 -3.7741 4.4340
C -0.2047 -2.9265 3.4191
N -0.6033 -3.1211 2.1689
C 0.7847 -1.7812 3.6156
O 1.2908 -1.6246 4.7062
O 1.0467 -1.0949 2.5437
H -2.4511 -5.8613 2.4695
H -1.7788 -5.5206 4.8689
H -0.2668 -3.5914 5.4416
C 3.7602 -2.7247 2.4818
C 2.8569 -3.7381 1.7703
C 3.5417 -5.1004 1.6748
P 2.1594 -3.0275 0.2060
C 1.8113 -4.3296 -1.0647
C 1.1852 -3.6413 -2.2810
C 3.0204 -5.1302 -1.5548
C 3.3472 -1.9092 -0.5313
C 4.7014 -2.2326 -0.6570
C 5.6221 -1.3599 -1.2044
C 7.0807 -1.7133 -1.3202
C 5.1393 -0.1186 -1.6269
C 3.8131 0.2341 -1.5099
C 2.8619 -0.6529 -0.9620
N 1.5295 -0.3544 -0.8545
C 1.0277 0.8855 -1.3165
C 0.2969 0.8120 -2.6591
C 1.1439 0.0628 -3.6941
C 0.0146 2.2141 -3.2348
C -0.3250 3.2660 -2.2088
C -1.1598 4.4295 -2.6408
C 0.2070 3.1565 -0.9939
C 0.9904 1.9922 -0.5586
C 1.6989 2.0735 0.7668
H 3.8731 -3.0228 3.5250
H 3.3452 -1.7195 2.4701
H 4.7473 -2.6960 2.0202
H 1.9609 -3.8817 2.3815
H 4.3970 -5.0927 0.9997
H 2.8506 -5.8809 1.3517
H 3.9068 -5.3712 2.6679
H 1.0670 -4.9948 -0.6165
H 1.9492 -3.0612 -2.8039
H 0.3578 -2.9898 -2.0135
H 0.8013 -4.4016 -2.9643
H 3.8057 -4.4577 -1.9069
H 2.7100 -5.7376 -2.4082
H 3.4363 -5.7984 -0.8096
H 5.0481 -3.1987 -0.3026
H 7.2518 -2.7577 -1.0587
H 7.6932 -1.1000 -0.6555
H 7.4482 -1.5593 -2.3365
H 5.8327 0.5971 -2.0568
H 3.4839 1.2153 -1.8289
H 1.4095 -0.9390 -3.3590
H 2.0807 0.5978 -3.8505
H 0.6186 0.0063 -4.6502
H 0.9523 2.5361 -3.7158
H -0.6713 5.0083 -3.4303
H -1.3434 5.0985 -1.7997
H -2.1186 4.0884 -3.0367
H 0.0461 3.9431 -0.2644
H 1.2512 2.8423 1.3968
H 2.7541 2.3259 0.6243
H 1.6652 1.1333 1.3175
C -0.6847 2.6887 -5.4673
O -0.9864 2.0739 -4.2340
C -1.0494 0.1225 -2.3614
O -1.8384 0.6253 -1.5753
N -1.2587 -1.0860 -2.9265
N -2.4153 -1.8160 -2.6347
H -0.6122 3.7771 -5.3798
H -1.4958 2.4454 -6.1510
H 0.2564 2.3087 -5.8811
H -0.5548 -1.4831 -3.5253
H -2.1756 -2.6161 -2.0518
H -2.8517 -2.1121 -3.4956
C -1.2309 4.6484 2.4485
C -1.3590 4.3541 3.9412
C -2.7752 4.0266 4.4265
C -3.2622 2.6015 4.1737
N -3.5212 2.2958 2.7751
C -2.7592 1.5240 1.9800
S -1.3301 0.7791 2.5337
N -3.1498 1.3787 0.7165
C -4.2761 2.0288 0.0707
C -3.9587 3.4621 -0.3483
C -5.1180 4.1476 -1.0638
C -6.2910 4.4686 -0.1416
H -0.2380 5.0430 2.2221
H -1.9617 5.4003 2.1358
H -1.3717 3.7583 1.8376
H -1.0139 5.2324 4.4928
H -0.6886 3.5332 4.2100
H -3.4875 4.7419 3.9971
H -2.8161 4.1731 5.5096
H -4.1882 2.4305 4.7280
H -2.5272 1.8822 4.5300
H -4.3001 2.7712 2.3483
H -2.5204 0.8990 0.0826
H -5.1611 1.9660 0.7111
H -4.4901 1.4383 -0.8209
H -3.0819 3.4115 -0.9973
H -3.6635 4.0565 0.5236
H -5.4578 3.5160 -1.8906
H -4.7540 5.0732 -1.5159
H -6.7343 3.5660 0.2828
H -7.0818 4.9974 -0.6742
H -5.9672 5.1043 0.6865
```

Results
Total energy   -3294.43797 Ha
Lowest unoccupied orbital energy   0.25 eV
Gap between HOMO and LUMO   7.48 eV
Charge   0